No. 1
Here is a 2-piece molecular cluster, C7H14Cl2N2O overall from the Open Molecules 2025 dataset. Energies are from ωB97M-V/def2-TZVPD.

For the total energy, the calculation gives -37555.5146 eV. Its maximum force is 3.815 eV/A. For the molar mass, the calculation gives 213.11 u. The lowest unoccupied orbital energy is 0.028 Eh. The orbital gap is 9.405 eV. Its relative energy (zero: lowest compared OMol25 entry of this formula, charge and spin) is 201.2 kJ/mol.

```
26
Properties=species:S:1:pos:R:3:mulliken_charge:R:1
C -2.17949 0.83903 0.73008 -0.695
C -0.13561 -0.42137 1.05123 -0.764
C -2.25401 0.34471 -0.68213 -0.547
C -0.44635 -1.17995 -0.30740 0.806
C -0.10728 -2.64074 -0.35333 -1.273
C -0.04742 2.07751 1.11509 -0.366
C 3.13634 0.15733 -0.11275 -0.097
N -0.73533 0.89141 1.07183 0.051
N 3.07447 0.54678 -1.33000 -0.075
O -1.78490 -1.04290 -0.76778 -0.426
Cl 0.68399 2.61402 -0.64984 -0.384
Cl 4.45888 -0.94618 0.32047 -0.217
H -2.71007 1.72115 0.97193 0.432
H -2.71890 0.21100 1.57990 0.291
H -0.41436 -0.91536 1.91383 0.268
H 0.95223 -0.26231 0.96227 0.218
H -3.20546 0.31267 -1.13277 0.392
H -1.56597 0.87027 -1.35498 0.308
H 0.17780 -0.64354 -1.19086 0.002
H 0.76986 -2.88554 0.34787 0.314
H 0.18295 -2.92742 -1.38712 0.324
H -1.02727 -3.31421 -0.06107 0.296
H -0.72420 2.96332 1.21085 0.277
H 0.78956 2.07346 1.72278 0.457
H 2.39393 1.29403 -1.39403 0.153
H 3.43664 0.26281 -2.27406 0.255
```

***

No. 2
Here is C3H11N2OS as an isolated structure from the Open Molecules 2025 dataset. Energies are from ωB97M-V/def2-TZVPD.

For the total energy, the calculation gives -19150.4000 eV. Its maximum force is 4.380 eV/A. For the molar mass, the calculation gives 123.20 u. The lowest unoccupied orbital energy is 0.144 Eh. The orbital gap is 7.028 eV. The total charge is -1. Its relative energy (zero: lowest compared OMol25 entry of this formula, charge and spin) is 314.7 kJ/mol.

```
18
Properties=species:S:1:pos:R:3:mulliken_charge:R:1
N -1.43660 0.88860 -1.28496 -0.697
C -0.18041 0.26998 -0.30005 -0.005
C 0.74616 -0.45236 -1.29760 -1.018
S 2.10905 -1.36249 -0.53526 -0.561
C -0.65971 -0.73498 0.80652 -0.464
N -2.07313 -0.55227 1.23610 -0.753
H -1.94005 0.01968 -1.46726 0.232
H -1.16984 1.05881 -0.18141 0.361
H 0.49035 1.01014 0.17009 0.161
H 0.06064 -1.11298 -1.87249 0.293
H 1.07268 0.27636 -2.04804 0.349
H -0.57585 -1.74488 0.40614 0.359
H -0.03954 -0.67944 1.69580 0.332
H -2.61550 -0.46287 0.38666 0.299
H -2.17645 0.34253 1.70622 0.263
H 2.73359 1.81441 0.59047 0.298
H 2.69961 0.28704 0.76009 0.208
O 2.95500 1.13472 1.22900 -0.658
```

***

No. 3
Here is a 2-piece molecular cluster, C3H3Br2N overall from the Open Molecules 2025 dataset. Energies are from ωB97M-V/def2-TZVPD.

For the total energy, the calculation gives -144731.2602 eV. Its maximum force is 6.070 eV/A. For the molar mass, the calculation gives 212.87 u. The lowest unoccupied orbital energy is -0.045 Eh. The orbital gap is 9.915 eV. Its relative energy (zero: lowest compared OMol25 entry of this formula, charge and spin) is 264.5 kJ/mol.

```
9
Properties=species:S:1:pos:R:3:mulliken_charge:R:1
C 0.33747 -1.67824 0.79762 0.119
C 0.03090 1.09867 0.22411 -1.091
C -0.19073 -0.13419 -0.55646 0.114
N 0.70842 -2.50247 1.48397 -0.344
Br 1.13858 -0.22118 -2.03545 0.019
Br -2.00661 -0.48273 -1.15644 0.035
H -0.12633 1.83735 -0.49261 0.456
H 0.92795 0.85272 0.79675 0.368
H -0.81964 1.23007 0.93852 0.324
```

***

No. 4
Here is C20H15IrN3O2Se4 as an isolated structure from the Open Molecules 2025 dataset. Energies are from ωB97M-V/def2-TZVPD.

For the total energy, the calculation gives -293772.0140 eV. Its maximum force is 1.156 eV/A. Its spin multiplicity is 2. For the molar mass, the calculation gives 837.42 u. The lowest unoccupied orbital energy (spin up / spin down) is 0.147 / 0.148 Eh. Its expectation value of S² is 0.758. The orbital gap (spin up / spin down) is 4.134 / 4.151 eV. The total charge is -2. Its relative energy (zero: lowest compared OMol25 entry of this formula, charge and spin) is 55.5 kJ/mol.

```
45
Properties=species:S:1:pos:R:3:mulliken_charge:R:1
Ir -0.05819 0.02213 -1.13592 1.321
O -0.17225 1.51139 0.47196 -1.010
C 0.81068 2.35598 0.61463 0.473
C 0.54636 3.73586 0.80819 -0.213
C 1.56228 4.65764 0.96174 -0.490
C 2.90530 4.26041 0.95170 -0.564
C 3.18500 2.91302 0.80351 -0.521
C 2.17596 1.96387 0.63778 0.787
C 2.51298 0.54589 0.60702 -0.974
N 1.73435 -0.35154 0.16069 0.371
N 2.09144 -1.66577 0.40049 -1.024
C 0.98757 -2.37870 0.38557 0.547
O -0.19902 -1.95105 0.21980 -0.954
C 1.17044 -3.85786 0.58677 0.384
C 0.14502 -4.72109 0.21898 -0.420
C 0.30690 -6.09799 0.33907 -0.585
C 1.48945 -6.62181 0.84756 -0.304
C 2.50696 -5.75824 1.24243 -0.572
C 2.35001 -4.38547 1.10818 -0.282
H -0.49426 4.04223 0.79494 0.338
H 1.31488 5.70893 1.08241 0.349
H 3.70310 4.98628 1.05774 0.375
H 4.21703 2.57254 0.78835 0.356
H 3.43668 0.21872 1.08390 0.360
H -0.76944 -4.29594 -0.17650 0.421
H -0.49241 -6.76170 0.02748 0.360
H 1.62069 -7.69508 0.93299 0.347
H 3.42746 -6.15934 1.65283 0.344
H 3.13663 -3.69986 1.39443 0.436
Se -2.06742 1.21778 -1.77092 -0.287
Se -2.16722 1.95777 -3.88946 -0.552
Se -2.04366 -1.74033 -4.39093 -0.400
Se -0.85956 -2.05480 -2.52890 -0.087
N 1.00544 0.64686 -2.52974 -0.660
C 1.67555 1.83170 -2.69560 0.306
C 1.17941 3.09144 -2.30074 0.166
C 1.91823 4.24304 -2.50860 -0.645
C 3.17561 4.18725 -3.11035 -0.482
C 3.67342 2.95112 -3.52012 -0.469
C 2.93318 1.79374 -3.33209 -0.323
H 0.19937 3.13161 -1.84936 0.303
H 1.51178 5.19865 -2.19244 0.356
H 3.75988 5.09034 -3.25211 0.350
H 4.64625 2.89228 -4.00029 0.333
H 3.30956 0.82647 -3.64349 0.437
```